# 1
Below is a molecular structure, C4H9ClSi in a non-equilibrium geometry, with properties calculated with the ωB97M-V functional and the def2-TZVPD basis.

Positions of all 15 atoms, in Å:
1 C 1.23084 -1.56086 1.79496
2 C -0.53817 2.02722 -0.65861
3 H -0.56391 2.02873 -1.76827
4 H -2.20030 0.18693 0.23028
5 C 0.38497 0.22710 1.37311
6 H 0.49096 2.45096 -0.47495
7 H 0.21595 -0.85268 -2.25037
8 H -1.41107 -1.61693 -1.74066
9 H 1.11073 1.10589 1.53383
10 H -1.17081 2.69104 -0.26181
11 Cl 2.45253 -1.45981 2.93949
12 H 0.68309 -2.49821 1.71671
13 H 0.41394 -1.81906 -0.92825
14 C -0.37838 -1.14491 -1.39179
15 Si -0.72037 0.23457 -0.11366

HOMO-LUMO gap (spin up / spin down) (eV): 7.84 / 9.06
Energy above the lowest of the compared OMol25 structures with the same formula, charge and spin (kcal/mol): 160.7

=====

# 2
Below is a molecular structure, C47H42F7IO5 in a non-equilibrium geometry, with properties calculated with the ωB97M-V functional and the def2-TZVPD basis.

Positions of all 102 atoms, in Å:
1 F 2.92926 -1.36418 -6.76407
2 C -2.42818 5.82813 0.65337
3 H -1.80608 0.43303 8.13526
4 C 3.64154 1.73232 -3.95130
5 H -2.59926 2.66484 1.84412
6 C 1.93898 -4.77162 6.56481
7 H 3.93600 -1.02131 -3.79226
8 C 0.65489 -3.21826 4.65065
9 C -2.98066 2.08591 7.43619
10 C 1.83237 -0.86763 -10.17870
11 C 0.00173 -9.09273 3.77299
12 C -1.85789 3.21169 -0.09190
13 C -4.31103 0.02233 1.60185
14 C -0.76532 -9.84878 5.92340
15 C 1.20133 7.69327 -1.75234
16 F -3.48829 3.05350 3.98790
17 C 1.44959 -4.28569 4.26010
18 H 1.05080 -1.92164 -8.46762
19 O 5.04396 1.53334 -4.15305
20 H -5.11174 1.42384 2.99968
21 H -1.02437 -6.47458 5.65720
22 H 2.70496 -5.89913 4.90967
23 O 0.04657 0.44272 -3.52742
24 O 0.33588 -0.23661 -5.59163
25 H 1.56869 -4.51168 3.20949
26 H 1.00620 -1.13465 -10.82414
27 C 2.87266 -0.08776 -10.66555
28 C -2.15663 0.98038 7.26943
29 C 2.90582 -0.94634 -8.05315
30 O 5.99256 0.33580 -5.69250
31 C -2.40036 3.47616 1.15882
32 H 3.49056 2.80283 -3.93908
33 C -3.42808 2.79266 6.32911
34 C 1.15329 -3.69866 6.96092
35 H 4.74317 0.86318 -10.21540
36 C -5.68380 -0.57624 -0.25374
37 H -0.95278 -10.65477 6.62100
38 C -3.04884 2.37260 5.07043
39 H 2.86009 0.25057 -11.69352
40 F -0.05601 -6.79158 3.28604
41 H -1.47286 -8.32461 7.25831
42 C -2.23440 1.27448 4.88429
43 C 2.08756 5.69612 -0.74947
44 O 1.40010 1.60929 -4.75135
45 C 0.58791 0.59753 -4.52570
46 H -1.96086 0.97266 3.88444
47 H 1.02465 7.67492 -3.88998
48 C -1.05616 -8.53928 6.28314
49 C 2.20974 5.14622 -2.00861
50 C -6.67318 0.27842 0.21317
51 H 2.38183 5.12098 0.11886
52 H -2.63718 6.85482 0.92566
53 H 1.95350 5.37952 -4.11650
54 C 0.52218 -2.94046 5.99623
55 H 5.19161 -1.78515 -4.76295
56 H 3.01573 1.70710 -6.00156
57 C 3.93030 0.25894 -9.83534
58 H 2.75276 0.11854 -5.16598
59 C 3.94714 -0.16869 -8.51587
60 I 0.71618 -2.16667 -5.15581
61 C -6.47198 1.00344 1.37981
62 F -0.24769 -1.89721 6.37900
63 C -0.23481 -10.12406 4.67054
64 C 5.38102 0.34015 -4.71031
65 H -3.27548 2.39846 8.42938
66 H 3.27966 1.38232 -2.98125
67 H -1.13463 -0.28463 5.86642
68 C 4.98473 -0.97433 -4.07903
69 H 2.43434 -5.38020 7.30976
70 C -1.60612 4.25094 -0.97557
71 C -0.28904 -7.79699 4.15028
72 C 1.84840 -1.30669 -8.86307
73 C -4.49037 -0.70336 0.44168
74 H -0.00432 -11.14363 4.39106
75 H -4.06549 3.66095 6.43714
76 H 0.40723 -9.28752 2.78864
77 H -3.11387 4.98997 2.50276
78 C 1.32812 7.12291 -3.01038
79 C 1.58308 6.98146 -0.62362
80 F 2.70021 3.89464 -2.13319
81 H 0.14054 -2.60542 3.92145
82 C -1.89307 5.54439 -0.58771
83 H -1.19025 4.06421 -1.95773
84 H -7.60178 0.37909 -0.33368
85 C -5.28459 0.87286 2.08481
86 C -1.78115 0.57572 5.99477
87 C 2.08910 -5.06334 5.21590
88 H 0.80126 8.69332 -1.64852
89 H 5.58913 -1.14899 -3.18675
90 H 1.02913 -3.44947 8.00684
91 F -3.15072 -0.10308 2.28126
92 C 1.84105 5.84047 -3.14336
93 F -1.64070 6.55303 -1.44404
94 H -5.84120 -1.14402 -1.16115
95 C 2.76246 1.19263 -5.07698
96 C -2.68808 4.78393 1.53053
97 H -1.62971 2.19367 -0.38061
98 H -7.24083 1.67303 1.74191
99 H -3.70321 -1.35794 0.09027
100 C -0.81259 -7.50318 5.39367
101 H 4.75934 0.09542 -7.84844
102 H 1.48475 7.42709 0.35744

HOMO-LUMO gap (eV): 7.45

=====

# 3
Below is 2 unconnected molecules or ions with the total composition C4H4S2 in a non-equilibrium geometry, with properties calculated with the ωB97M-V functional and the def2-TZVPD basis.

Positions of all 10 atoms, in Å:
1 C 1.39559 -0.43224 -0.83276
2 H 0.62479 0.85462 2.50608
3 S -2.78338 -1.37277 -0.38701
4 H 1.12120 -1.41680 -0.84413
5 C 0.57159 0.58947 1.53514
6 C 1.07346 0.06273 0.53465
7 H 2.46171 -0.35384 -0.72623
8 H 0.91117 0.22078 -1.46087
9 C -2.67471 0.15550 -0.32425
10 S -2.70142 1.69254 -0.00061

HOMO-LUMO gap (eV): 9.44
Energy above the lowest of the compared OMol25 structures with the same formula, charge and spin (kcal/mol): 54.0